# C65H58CrN8O2PS

A molecular structure, C65H58CrN8O2PS (ωB97M-V/def2-TZVPD, the Open Molecules 2025 dataset).

Geometry as XYZ:
```
136
Properties=species:S:1:pos:R:3:forces:R:3
Cr 0.253 -0.031 0.172 0.3 0.2 0.6
C -4.193 2.306 2.177 0.1 0.0 0.0
N -2.890 1.633 2.191 -0.1 0.1 0.2
C -2.139 1.336 1.120 -0.1 -0.1 -0.1
N -1.003 0.770 1.520 0.5 -0.1 -0.3
C -1.003 0.738 2.896 0.0 -0.1 0.0
C -2.194 1.253 3.332 -0.2 0.3 -0.1
C -2.685 1.481 4.704 0.0 0.0 -0.1
C -3.939 1.022 5.102 0.0 -0.1 0.0
C -4.381 1.236 6.399 0.1 0.0 0.0
C -3.570 1.903 7.306 0.0 0.0 0.0
C -2.315 2.352 6.917 0.0 0.0 0.0
C -1.873 2.144 5.621 0.0 0.0 0.0
C 0.129 0.293 3.735 -0.1 0.1 0.1
C 0.001 -0.830 4.545 0.1 -0.1 0.0
C 1.030 -1.186 5.404 0.1 0.0 0.0
C 2.183 -0.413 5.470 -0.1 0.0 0.0
C 2.304 0.721 4.679 0.0 -0.1 0.0
C 1.281 1.073 3.811 0.0 0.1 0.0
P -2.623 1.574 -0.629 -0.1 0.1 -0.1
C -1.021 2.209 -1.231 -0.1 -0.1 0.0
N 0.151 1.654 -0.955 0.3 -0.3 0.2
C 1.137 2.415 -1.541 0.0 -0.1 0.1
C 0.532 3.457 -2.191 -0.4 0.2 -0.2
N -0.831 3.303 -1.985 0.0 0.2 -0.2
C -1.883 4.144 -2.566 0.2 -0.1 0.1
C 1.114 4.497 -3.059 0.0 -0.1 0.1
C 1.947 4.104 -4.105 0.0 0.0 0.0
C 2.521 5.061 -4.928 0.0 0.0 0.0
C 2.266 6.409 -4.713 0.0 0.0 0.0
C 1.438 6.803 -3.671 0.0 0.0 0.0
C 0.867 5.850 -2.842 0.0 0.0 0.0
C 2.585 2.132 -1.462 -0.1 0.1 0.0
C 3.446 3.151 -1.061 0.1 0.0 0.0
C 4.817 2.944 -1.048 0.0 -0.1 0.0
C 5.338 1.716 -1.436 0.0 0.0 0.0
C 4.483 0.693 -1.825 0.0 0.0 0.0
C 3.112 0.902 -1.841 0.0 0.0 0.0
C -2.395 -0.161 -1.133 -0.2 0.0 0.1
N -1.325 -0.869 -0.817 0.6 0.0 0.0
C -1.463 -2.121 -1.359 0.0 -0.1 0.2
C -2.685 -2.183 -1.974 -0.3 0.2 -0.2
N -3.254 -0.928 -1.826 -0.1 -0.2 -0.2
C -4.528 -0.504 -2.412 0.1 0.0 0.1
C -3.343 -3.272 -2.717 0.1 0.0 0.1
C -4.581 -3.760 -2.307 0.0 -0.1 0.0
C -5.189 -4.792 -3.005 0.0 0.0 0.0
C -4.559 -5.346 -4.111 0.0 0.0 0.0
C -3.322 -4.864 -4.520 0.0 0.0 0.0
C -2.713 -3.829 -3.827 0.0 0.0 0.0
C -0.404 -3.139 -1.262 -0.1 0.0 0.0
C -0.698 -4.467 -0.962 0.0 0.0 0.0
C 0.322 -5.405 -0.886 0.0 0.0 0.0
C 1.643 -5.029 -1.103 -0.1 0.0 0.0
C 1.943 -3.705 -1.393 0.0 0.0 0.0
C 0.921 -2.772 -1.478 0.2 0.1 0.0
H -4.233 2.994 1.337 0.0 0.0 0.0
H -4.301 2.861 3.104 0.0 0.0 0.0
H -4.999 1.579 2.098 0.0 0.0 0.0
H -4.563 0.469 4.409 0.0 0.0 0.0
H -5.352 0.870 6.704 0.0 0.0 0.0
H -3.914 2.071 8.318 0.0 0.0 0.0
H -1.679 2.866 7.624 0.0 0.0 0.0
H -0.894 2.493 5.319 0.0 0.0 0.0
H -0.904 -1.423 4.501 0.0 0.0 0.0
H 0.929 -2.063 6.029 0.0 0.0 0.0
H 2.981 -0.687 6.146 0.0 0.0 0.0
H 3.196 1.333 4.737 0.0 0.0 0.0
H 1.368 1.966 3.201 0.0 0.0 0.0
H -1.466 4.657 -3.427 0.0 0.0 0.0
H -2.227 4.881 -1.842 0.0 0.0 0.0
H -2.714 3.522 -2.886 0.0 0.0 0.0
H 2.137 3.051 -4.272 0.0 0.0 0.0
H 3.165 4.753 -5.740 0.0 0.0 0.0
H 2.714 7.153 -5.357 0.0 0.0 0.0
H 1.247 7.853 -3.496 0.0 0.0 0.0
H 0.245 6.164 -2.010 0.0 0.0 0.0
H 3.041 4.111 -0.764 0.0 0.0 0.0
H 5.478 3.742 -0.740 0.0 0.0 0.0
H 6.409 1.558 -1.440 0.0 0.0 0.0
H 4.884 -0.263 -2.134 0.0 0.0 0.0
H 2.454 0.116 -2.194 0.0 0.0 0.0
H -4.715 -1.109 -3.293 0.0 0.0 0.0
H -4.462 0.541 -2.703 0.0 0.0 0.0
H -5.342 -0.640 -1.703 0.0 0.0 0.0
H -5.062 -3.348 -1.428 0.0 0.0 0.0
H -6.148 -5.171 -2.679 0.0 0.0 0.0
H -5.031 -6.154 -4.652 0.0 0.0 0.0
H -2.833 -5.296 -5.383 0.0 0.0 0.0
H -1.753 -3.440 -4.146 0.0 0.0 0.0
H -1.721 -4.767 -0.775 0.0 0.0 0.0
H 0.084 -6.434 -0.650 0.0 0.0 0.0
H 2.434 -5.764 -1.042 0.0 0.0 0.0
H 2.968 -3.402 -1.564 0.0 0.0 0.0
H 1.160 -1.752 -1.777 -0.1 0.0 0.0
C 6.336 -3.468 4.198 -0.1 0.0 0.0
C 5.189 -2.790 3.503 0.0 -0.1 0.0
C 4.007 -3.471 3.229 0.1 0.0 0.0
C 2.947 -2.876 2.567 0.0 -0.2 0.0
C 1.719 -3.725 2.340 0.0 0.0 0.0
C 3.088 -1.528 2.157 -0.1 0.1 -0.1
C 4.267 -0.805 2.443 0.2 0.2 0.1
C 4.539 0.652 2.121 0.1 -0.2 -0.1
C 5.289 -1.464 3.109 0.0 0.1 0.0
C 1.982 -0.915 1.457 -0.3 0.1 -0.1
O 1.999 0.259 0.894 0.0 -0.2 0.0
O 0.847 -1.499 1.291 -0.1 0.1 -0.1
H 6.036 -4.421 4.630 0.0 0.0 0.0
H 6.741 -2.839 4.990 0.0 0.0 0.0
H 7.146 -3.660 3.493 0.0 0.0 0.0
H 3.908 -4.503 3.543 0.0 0.0 0.0
H 1.889 -4.711 2.769 0.0 0.0 0.0
H 1.481 -3.843 1.281 0.1 0.0 0.1
H 0.839 -3.288 2.812 0.0 0.0 0.0
H 3.670 1.237 1.856 -0.1 0.0 0.0
H 5.241 0.718 1.284 -0.1 0.0 0.0
H 5.026 1.110 2.981 0.0 0.0 0.0
H 6.193 -0.910 3.340 0.0 0.0 0.0
N 0.413 -2.113 -5.220 0.0 0.0 0.2
C 0.120 -0.791 -5.163 0.1 0.0 0.1
S 0.191 0.021 -3.689 -0.1 -0.1 -0.1
N -0.197 -0.248 -6.348 -0.1 0.0 -0.1
C -0.517 1.081 -6.733 0.1 -0.1 0.0
C -0.455 1.333 -8.102 0.0 0.0 0.0
C -0.760 2.586 -8.599 0.0 0.0 0.0
C -1.131 3.607 -7.733 0.0 -0.1 0.1
C -1.196 3.345 -6.374 0.0 0.0 0.0
C -0.897 2.088 -5.861 -0.1 0.2 0.1
H 0.778 -2.540 -4.385 0.0 0.0 0.0
H 0.556 -2.593 -6.094 0.0 0.0 0.0
H -0.131 -0.869 -7.142 0.0 0.0 0.0
H -0.160 0.544 -8.784 0.0 0.0 0.0
H -0.706 2.763 -9.664 0.0 0.0 0.0
H -1.364 4.591 -8.116 0.0 0.0 0.0
H -1.481 4.135 -5.691 0.0 0.0 0.0
H -0.954 1.896 -4.798 0.0 0.1 -0.2
```
Forces are in eV/Å.

Spin multiplicity   2
Total energy   -4884.0170 hartree
Highest occupied orbital energy (alpha / beta)   -12.405 / -12.405 eV
<S²>   0.76
Kohn-Sham gap (alpha / beta)   6.29 / 6.76 eV
Relative energy (zero: lowest compared OMol25 entry of this formula, charge and spin)   0.0 kJ/mol
Total charge   +2